{
  "formula": "C35H52AsOP3Ru",
  "method": "wB97M-V/def2-TZVPD",
  "de_lowest_ev": 2.341,
  "multiplicity": 6,
  "charge": 3,
  "total_energy_ev": -130441.64280,
  "s2": 8.814,
  "symbols": ["Ru", "P", "P", "P", "H", "C", "C", "H", "C", "C", "C", "C", "C", "C", "C", "C", "C", "H", "H", "H", "H", "H", "H", "H", "H", "H", "H", "H", "H", "H", "H", "H", "H", "H", "H", "H", "H", "H", "H", "H", "H", "H", "H", "H", "H", "H", "C", "C", "C", "C", "C", "C", "O", "H", "H", "H", "H", "H", "H", "C", "C", "C", "C", "C", "C", "As", "C", "C", "C", "C", "C", "C", "C", "C", "C", "C", "C", "C", "H", "H", "H", "H", "H", "H", "H", "H", "H", "H", "H", "H", "H", "H", "H"],
  "coordinates": [[0.23063, -0.03443, -0.56383], [0.71202, -1.96950, -1.50586], [2.52043, 0.22296, -0.15207], [-2.15761, 0.41748, -0.97881], [2.69328, 2.73726, -1.76018], [1.62041, 2.82929, -1.91793], [0.69177, 2.73107, -0.92908], [0.89288, 2.61339, 0.15674], [1.64265, -2.04723, -3.09886], [1.55847, -3.28645, -0.61080], [-0.80030, -2.78329, -2.08083], [3.15175, 1.70026, 0.73603], [3.15278, -1.08460, 0.97279], [3.76375, 0.08945, -1.49268], [-2.86692, 1.89183, -0.12476], [-3.35074, -0.93405, -0.60069], [-2.86238, 0.79699, -2.63872], [1.29408, 2.86708, -2.96935], [-0.38762, 2.84076, -1.14024], [0.94789, -1.92455, -3.94088], [2.10866, -3.03765, -3.17987], [2.41128, -1.26774, -3.16080], [1.21095, -4.23192, -1.04667], [1.31046, -3.27576, 0.45127], [2.64333, -3.20493, -0.73559], [-0.45243, -3.61912, -2.70363], [-1.41845, -2.10697, -2.68607], [-1.35663, -3.17977, -1.22707], [4.19710, 1.50382, 1.01269], [2.59369, 1.86881, 1.66229], [3.11187, 2.60225, 0.12340], [3.71636, -1.84646, 0.42638], [2.32225, -1.55586, 1.50776], [3.81494, -0.63917, 1.72568], [4.71244, 0.50949, -1.13353], [3.45231, 0.64917, -2.37883], [3.94743, -0.95342, -1.76675], [-3.91270, 2.03481, -0.43773], [-2.30281, 2.79362, -0.40161], [-2.82751, 1.78497, 0.96488], [-4.19372, -0.90702, -1.30377], [-3.73237, -0.84389, 0.41822], [-2.85657, -1.90449, -0.69468], [-3.94724, 1.00193, -2.52586], [-2.74861, -0.07897, -3.29789], [-2.34844, 1.65956, -3.09184], [0.44412, 0.79694, -4.32884], [1.15319, 0.14096, -5.35551], [1.01967, 0.56380, -6.67736], [0.18237, 1.62259, -7.01728], [-0.45821, 2.30133, -5.98047], [-0.20816, 1.99964, -4.63730], [0.15248, 0.16179, -3.15409], [0.32146, 0.62022, -2.13405], [1.74648, -0.74006, -5.13571], [1.56651, 0.03978, -7.44888], [-0.00700, 1.84731, -8.07061], [-1.16082, 3.08775, -6.20370], [-0.60657, 2.60704, -3.83035], [-1.87781, 3.58457, 4.52338], [-1.45143, 3.90594, 3.22813], [-0.98120, 2.90522, 2.37144], [-0.97122, 1.57510, 2.81121], [-1.33618, 1.25817, 4.12696], [-1.82165, 2.25993, 4.97639], [-0.29302, 0.04930, 1.69528], [0.93318, -0.48961, 3.19243], [1.69839, 0.51354, 3.80794], [2.56192, 0.17858, 4.85086], [2.64267, -1.14916, 5.29220], [1.85394, -2.13776, 4.69440], [0.98918, -1.81095, 3.64401], [-1.68006, -1.30812, 2.06046], [-1.44699, -2.60774, 1.60317], [-2.36566, -3.62356, 1.87964], [-3.53824, -3.32538, 2.58238], [-3.80247, -2.01133, 2.99152], [-2.90140, -0.98300, 2.67387], [-2.24704, 4.36753, 5.18940], [-1.48173, 4.94482, 2.87911], [-0.63990, 3.15241, 1.36088], [-1.23334, 0.23553, 4.48950], [-2.14719, 1.99435, 5.98446], [1.56936, 1.56019, 3.52447], [3.14611, 0.96524, 5.33539], [3.30269, -1.40749, 6.12130], [1.87654, -3.16946, 5.05513], [0.34604, -2.57081, 3.20577], [-0.52802, -2.83417, 1.06057], [-2.13835, -4.65102, 1.58138], [-4.23895, -4.12447, 2.83184], [-4.69413, -1.77857, 3.57687], [-3.15238, 0.05402, 2.89199]]
}

=====

{
  "formula": "C3H12NOS2",
  "method": "wB97M-V/def2-TZVPD",
  "de_lowest_ev": 2.289,
  "charge": 1,
  "total_energy_ev": -28505.66769,
  "symbols": ["N", "C", "C", "C", "S", "S", "H", "H", "H", "H", "H", "H", "H", "H", "H", "H", "H", "H", "O"],
  "coordinates": [[0.35172, 0.89618, -0.42484], [-0.07936, -0.56836, -0.17778], [-0.65646, -1.13788, -1.45730], [-1.29426, -0.55678, 0.79040], [-1.12036, -0.91299, 2.51668], [-0.94982, 0.96787, 3.33528], [0.14106, 1.44551, 0.57572], [1.28231, 0.92175, -0.81862], [-0.33177, 1.35698, -1.02397], [0.82927, -1.25397, 0.27146], [-0.06578, -1.01087, -2.38331], [-0.62811, -2.26469, -1.36142], [-1.66761, -0.59227, -1.47454], [-2.02750, 0.33935, 0.57655], [-2.01019, -1.37813, 0.67558], [-1.77644, 1.81469, 2.63432], [3.63375, 0.64417, 0.08506], [3.31632, 0.62543, -1.64497], [3.05321, 0.66402, -0.69431]]
}

=====

{
  "formula": "FH2P",
  "method": "wB97M-V/def2-TZVPD",
  "de_lowest_ev": 2.663,
  "charge": 0,
  "total_energy_ev": -12035.78451,
  "symbols": ["F", "P", "H", "H"],
  "coordinates": [[0.47465, -1.44698, -0.01649], [0.60588, 0.03961, -0.56160], [0.47791, 0.56958, 0.75079], [-1.55844, 0.83779, -0.17270]]
}

=====

Number 2 is which compound? C3H12NOS2

=====

charge of number 1 (C35H52AsOP3Ru)? +3

=====

Which value of charge does entry 2 give? +1

=====

charge of number 2 (C3H12NOS2)? +1